Molecular formula: C31H68BN4O17
Method: DFT, ωB97M-V with the def2-TZVPD basis set

Geometry as XYZ:
```
121
C31H68BN4O17 (ωB97M-V with the def2-TZVPD basis set)
O -1.29627 -3.26002 2.03839
C -1.44476 -2.11674 2.04341
O -0.52936 -1.16321 1.78724
B -1.22166 0.12680 1.79125
O -2.59741 -0.13271 2.20590
C -2.74548 -1.42457 2.43484
O -3.73290 -1.96825 2.78614
O -1.16054 0.82941 0.50475
C -0.35353 1.90229 0.57623
O -0.10613 2.63826 -0.30382
C 0.04637 2.08182 2.07026
O -0.60985 1.10732 2.74497
O 0.71493 2.90205 2.57768
C 1.21235 1.33042 5.93972
C 1.07768 -0.16395 5.65790
C -0.30921 -0.68030 5.97306
O 1.43606 -0.45436 4.31822
H 0.26723 1.85687 5.82075
H 1.91228 1.69063 5.18453
H 1.68269 1.59758 6.89010
H 1.76643 -0.68561 6.32880
H -0.56057 -1.48797 5.27727
H -1.08556 0.08194 5.77124
H -0.49851 -0.98411 7.00277
H 0.90116 0.09704 3.72263
C 4.38437 -6.44442 -4.18133
O 3.38417 -5.60753 -4.56364
C 2.58762 -6.18357 -5.52041
C 1.63973 -5.14722 -6.08092
N 0.83338 -4.46908 -5.06204
C -0.07444 -5.36630 -4.37111
C -0.79988 -4.64067 -3.25425
O 0.09748 -4.15693 -2.32193
C -0.52838 -3.99912 -1.06497
H 5.09952 -5.85015 -3.62457
H 4.81708 -6.94434 -5.05663
H 4.01215 -7.22179 -3.49108
H 2.08950 -7.09260 -5.15131
H 3.22215 -6.48366 -6.38269
H 0.96537 -5.64253 -6.81137
H 2.25670 -4.40271 -6.58597
H 0.29659 -3.73959 -5.52178
H 0.53243 -6.14043 -3.90651
H -0.86509 -5.70281 -5.07076
H -1.53874 -5.34962 -2.84231
H -1.34303 -3.77397 -3.68319
H 0.17952 -3.63617 -0.33672
H -0.93595 -4.97534 -0.77655
H -1.35753 -3.28032 -1.14545
C -7.08979 -7.97313 2.31735
O -5.90877 -7.12374 2.42142
C -5.60596 -6.53004 1.23840
C -4.46875 -5.51650 1.43137
N -4.51032 -4.76279 2.70276
C -5.80804 -4.09785 2.82310
C -6.08634 -3.49101 4.19021
O -6.02916 -4.50872 5.19294
C -6.52208 -4.06667 6.39867
H -7.03253 -8.61000 1.41896
H -8.01147 -7.36422 2.29472
H -7.14151 -8.60370 3.20378
H -6.48829 -6.09749 0.74662
H -5.19545 -7.30224 0.56229
H -4.40102 -4.80738 0.58681
H -3.53699 -6.08713 1.49384
H -3.83785 -4.01080 2.54880
H -6.68846 -4.66739 2.54359
H -5.73079 -3.24246 2.11513
H -7.13292 -3.11695 4.16616
H -5.44644 -2.65470 4.48692
H -7.60816 -4.21916 6.46994
H -6.33213 -2.98817 6.54034
H -5.99442 -4.57587 7.20501
C 4.67001 1.02334 -2.74279
O 3.34900 0.63641 -2.71365
C 2.55410 1.55566 -1.96151
C 2.14143 2.79487 -2.76375
N 0.85328 2.56030 -3.42200
C 0.09331 3.70082 -3.87178
C 0.73115 4.54895 -4.95791
O 1.24550 3.71482 -5.94170
C 2.03162 4.40473 -6.90652
H 4.77685 2.04439 -3.13047
H 5.17389 0.38720 -3.47969
H 5.13635 0.86591 -1.76624
H 3.06077 1.76833 -1.00803
H 1.66435 0.99990 -1.66996
H 2.88962 3.08146 -3.51499
H 1.98176 3.60429 -2.04171
H 0.81167 1.69950 -3.93417
H -0.14345 4.26226 -2.94654
H -0.91958 3.36213 -4.13597
H 1.50505 5.19543 -4.51551
H -0.04222 5.22618 -5.36702
H 1.40828 4.84697 -7.69077
H 2.78738 3.72698 -7.31909
H 2.65115 5.19113 -6.43463
C 0.52549 6.09298 1.83591
O 0.65211 6.96268 0.72503
C 1.02971 8.25209 1.03477
C 1.85743 8.83648 -0.06168
N 3.06629 8.09698 -0.36125
C 4.05875 8.40714 0.66259
C 5.37343 7.68696 0.48824
O 5.16023 6.27699 0.56043
C 4.91939 5.87027 1.86251
H 0.06672 6.58980 2.69679
H 1.51374 5.69230 2.07743
H -0.10541 5.26758 1.52955
H 1.65362 8.31200 1.94378
H 0.16621 8.92002 1.19474
H 2.19852 9.83315 0.22454
H 1.25619 8.94625 -0.96920
H 2.91451 7.08703 -0.32836
H 3.70785 8.22022 1.70001
H 4.25071 9.48803 0.65077
H 6.07707 7.96255 1.27893
H 5.64843 7.77460 -0.56821
H 4.81339 4.78809 1.88208
H 3.93679 6.23651 2.20157
H 5.73501 6.14569 2.53956
```

* energy relative to the best compared isomer or geometry (same formula, charge and spin): 25.18 kcal/mol
* total charge: -1
* E_HOMO: -5.90 eV

---

Molecular formula: C31H68Cl6N2O17
Method: DFT, ωB97M-V with the def2-TZVPD basis set

Geometry as XYZ:
```
124
C31H68Cl6N2O17 (ωB97M-V with the def2-TZVPD basis set)
C 6.24767 13.55693 -2.28464
O 5.58631 12.26604 -2.52992
C 6.46286 11.17259 -2.34199
C 5.73571 9.99675 -3.13911
C 6.11802 8.57693 -2.73447
N 6.01324 10.06317 -4.54989
H 6.96599 13.64614 -3.09960
H 6.66754 13.74389 -1.29629
H 5.46605 14.27563 -2.53094
H 7.49091 11.28357 -2.68679
H 6.53827 10.89108 -1.29167
H 4.69860 10.07412 -2.81273
H 7.10639 8.30694 -3.10637
H 5.46640 7.82048 -3.17186
H 6.18065 8.46504 -1.65204
H 6.17974 11.04673 -4.70800
H 6.89195 9.66724 -4.85189
C -10.48833 0.26090 1.36131
O -9.19753 0.76905 0.99887
C -8.88187 1.99700 1.59000
C -7.42398 2.45515 1.36188
C -7.08665 3.76008 2.09105
N -7.32425 2.70787 -0.13549
H -10.46073 -0.76524 0.99474
H -11.34887 0.68815 0.84650
H -10.82453 0.13972 2.39107
H -9.72778 2.67852 1.50018
H -8.83939 1.73332 2.64677
H -6.73344 1.69333 1.72369
H -7.69464 4.62865 1.83803
H -6.04618 4.08226 2.04955
H -7.32017 3.63764 3.14868
H -8.00627 3.40250 -0.40463
H -7.57130 1.88271 -0.66291
C 1.00423 -5.51270 -3.88102
C -0.19497 -6.36911 -3.78250
O -1.11574 -5.92233 -2.73531
C -1.08492 -6.29613 -1.45713
O -0.29598 -7.10183 -0.94775
O -2.04384 -5.58494 -0.83064
C -2.24376 -5.76502 0.52288
H 1.67171 -5.79825 -4.69406
H 1.59873 -5.46270 -2.96879
H 0.84991 -4.43791 -3.97654
H 0.08369 -7.39002 -3.52138
H -0.73255 -6.41835 -4.72943
H -3.28673 -5.52614 0.73085
H -1.55261 -5.13800 1.08615
H -2.06107 -6.81447 0.75393
C 2.56397 2.22718 -0.40071
C 2.48075 0.67393 -0.23530
O 1.11089 0.43083 0.29276
C 0.28973 -0.43086 -0.36349
O 0.46261 -1.33825 -1.15560
O -0.89936 -0.28609 0.24870
C -2.14625 -0.90814 -0.30404
H 2.91310 2.63998 0.54576
H 1.59233 2.52986 -0.79111
H 3.36445 2.47389 -1.09818
H 3.18276 0.27894 0.49904
H 2.64102 0.21683 -1.21175
H -2.72486 -1.52999 0.37904
H -1.96955 -1.24101 -1.32682
H -2.82136 -0.05981 -0.41655
C -7.99859 -10.48203 -1.84463
C -8.40084 -9.41691 -0.82218
O -7.69315 -8.21136 -1.09470
C -8.40397 -7.05783 -1.15183
O -9.57103 -6.86703 -0.87993
O -7.60116 -6.23141 -1.84200
C -7.95729 -4.87428 -1.90359
H -8.49480 -11.43139 -1.64318
H -6.93465 -10.67069 -1.70137
H -8.07896 -10.12011 -2.86965
H -8.17753 -9.76694 0.18565
H -9.46786 -9.24577 -0.96464
H -7.57792 -4.42302 -2.82040
H -7.47355 -4.34369 -1.08348
H -9.02086 -4.63666 -1.88262
C 8.42190 -5.45045 4.36948
C 7.92560 -4.01630 4.27433
O 6.52608 -4.00328 3.94704
C 6.18028 -4.02087 2.68503
O 6.98093 -4.17422 1.75500
O 4.86640 -4.17413 2.64550
C 4.24382 -4.65773 1.41260
H 7.90290 -5.99075 5.16119
H 9.50838 -5.51676 4.42680
H 8.08810 -5.96975 3.47113
H 8.55389 -3.53687 3.52364
H 8.14142 -3.56490 5.24271
H 4.36950 -5.73650 1.32006
H 4.66174 -4.22041 0.50586
H 3.16652 -4.52719 1.51504
C 5.87436 7.25712 4.19834
C 4.82779 6.18925 3.90726
O 5.25084 4.82453 4.04461
C 4.75685 3.92006 4.86973
O 4.03779 4.08305 5.83396
O 5.35044 2.67335 4.54718
C 5.18783 1.60558 5.51768
H 6.50736 7.23490 5.08542
H 5.41809 8.23184 4.37107
H 6.48305 7.38888 3.30377
H 4.70080 6.42965 2.85171
H 3.96978 6.33678 4.56312
H 6.13981 1.23107 5.89397
H 4.72150 0.71789 5.09031
H 4.70502 1.96153 6.42778
Cl 6.06855 -2.96538 -5.59494
C 6.29428 -1.25541 -5.10759
Cl 6.75680 -1.26306 -3.42988
H 7.15468 -0.82318 -5.61844
H 5.41660 -0.75050 -5.51112
Cl -2.14357 1.84892 -4.51205
C -1.18131 2.76774 -5.64443
Cl 0.46649 2.07419 -5.40261
H -1.47353 2.68360 -6.69115
H -1.21700 3.82579 -5.38489
Cl -7.68746 -3.69012 3.36704
C -8.53732 -5.21315 3.82710
Cl -8.38471 -5.52672 5.57444
H -9.58590 -5.13766 3.53921
H -8.03988 -6.06557 3.36445
```

* SMILES: COC[C@H](C)N.COC[C@H](C)N.CCOC(=O)OC.CCOC(=O)OC.CCOC(=O)OC.CCOC(=O)OC.CCOC(=O)OC.ClCCl.ClCCl.ClCCl
* total charge: 0
* E_HOMO: -8.98 eV

---

Molecular formula: C31H69BNO10
Method: DFT, ωB97M-V with the def2-TZVPD basis set

Geometry as XYZ:
```
112
C31H69BNO10 (ωB97M-V with the def2-TZVPD basis set)
O 1.34495 0.60155 -1.09595
C 0.66793 1.55057 -1.40249
O 1.16681 2.54713 -2.19468
C -0.77530 1.63280 -0.96983
C -1.67522 0.65414 -1.37091
C -3.01369 0.78514 -0.99403
N -3.39171 1.80908 -0.25988
C -2.56571 2.77061 0.17080
C -1.25436 2.69659 -0.17845
C -0.30366 3.80977 0.27124
B -0.48644 5.00798 -0.79515
O 0.44014 5.26721 -1.78818
O -1.64524 5.78239 -0.72010
H 1.87716 3.00236 -1.71841
H -1.30054 -0.16107 -1.98086
H -3.71260 0.03258 -1.34339
H -4.37535 1.91426 -0.01252
H -2.92697 3.60217 0.76752
H -0.59799 4.11755 1.28157
H 0.72438 3.43854 0.30005
H 0.22902 4.70548 -2.54765
H -2.31145 5.40736 -1.30935
C -2.85871 -3.52724 2.56188
C -3.44768 -3.09065 1.23234
O -2.47498 -2.67574 0.28515
C -1.51619 -3.65659 -0.09346
C -2.12397 -4.88526 -0.74546
H -2.23278 -2.73826 2.98267
H -3.65460 -3.76050 3.26977
H -2.23660 -4.41699 2.45607
H -4.09452 -2.22598 1.39735
H -4.08128 -3.87576 0.80751
H -0.89731 -3.93276 0.76580
H -0.85156 -3.17102 -0.81085
H -2.76245 -5.43535 -0.05318
H -1.33750 -5.56148 -1.08013
H -2.73662 -4.60150 -1.60316
C -0.57888 7.50856 2.00713
C -1.14518 8.15644 3.25830
O -1.42524 7.23619 4.29842
C -0.32272 6.49736 4.79342
C 0.77665 7.35973 5.38896
H -1.24519 6.72105 1.65085
H -0.45511 8.24915 1.21641
H 0.39757 7.05457 2.19411
H -2.09574 8.63088 3.01319
H -0.48583 8.95203 3.62012
H 0.07735 5.83906 4.01180
H -0.72425 5.84666 5.57118
H 1.24256 7.99751 4.63619
H 1.55671 6.73220 5.82121
H 0.37321 8.00895 6.16659
C -8.63133 3.50675 -2.59758
C -7.91780 2.19370 -2.33324
O -7.23745 2.15171 -1.08436
C -8.04538 2.31770 0.07496
C -9.11509 1.25239 0.23285
H -7.93710 4.34497 -2.51777
H -9.06710 3.50494 -3.59657
H -9.43771 3.68074 -1.88398
H -7.15238 2.04530 -3.09636
H -8.60765 1.34864 -2.41723
H -8.48463 3.31966 0.09085
H -7.36402 2.26427 0.92698
H -9.84910 1.29602 -0.57226
H -9.64671 1.38886 1.17453
H -8.66990 0.25635 0.21890
C 1.77490 -4.81409 4.15947
C 1.89188 -5.93903 3.14570
O 1.57564 -5.54946 1.81924
C 2.38283 -4.52955 1.25852
C 3.85477 -4.89165 1.16440
H 0.77931 -4.36696 4.12365
H 1.95504 -5.19192 5.16625
H 2.49823 -4.01956 3.96857
H 1.18165 -6.72549 3.40317
H 2.88653 -6.39528 3.18108
H 2.24466 -3.59107 1.80839
H 1.99459 -4.35886 0.25237
H 4.30120 -5.02679 2.15042
H 4.40740 -4.10048 0.65569
H 3.98502 -5.82490 0.61469
C 0.90347 0.68773 -4.59150
C 0.97101 -0.40991 -5.64057
O 0.52957 -0.00290 -6.91941
C 1.25032 1.05928 -7.52307
C 2.71959 0.74993 -7.75292
H -0.10953 1.09838 -4.53566
H 1.18148 0.29385 -3.61490
H 1.57754 1.51300 -4.82104
H 0.31243 -1.22794 -5.34365
H 1.98045 -0.83041 -5.70012
H 1.13062 1.98026 -6.94084
H 0.76974 1.23692 -8.48519
H 3.25554 0.60937 -6.81254
H 3.19847 1.57011 -8.28828
H 2.83076 -0.16550 -8.33510
C 8.11681 -5.69482 -0.06949
C 7.97120 -4.66957 1.04200
O 7.78502 -5.24112 2.32375
C 8.82976 -6.07594 2.79421
C 10.16715 -5.36780 2.92790
H 7.26384 -6.37560 -0.07729
H 8.17976 -5.19729 -1.03822
H 9.01670 -6.29935 0.05240
H 7.08347 -4.06463 0.85017
H 8.82179 -3.97895 1.05200
H 8.91991 -6.96585 2.16197
H 8.51304 -6.42547 3.77741
H 10.54895 -5.03923 1.95997
H 10.90690 -6.03831 3.36622
H 10.07064 -4.48456 3.56096
```

* total charge: +1
* E_HOMO: -10.84 eV

---

Molecular formula: C31H70ClN4O10PS
Method: DFT, ωB97M-V with the def2-TZVPD basis set

Geometry as XYZ:
```
118
C31H70ClN4O10PS (ωB97M-V with the def2-TZVPD basis set)
C 11.13091 -0.65557 4.68351
C 11.46851 0.38906 3.92983
C 10.43779 1.28457 3.35162
O 10.32275 2.45309 3.63062
O 9.65433 0.64941 2.48173
C 8.51561 1.40081 2.02381
C 7.70029 0.49877 1.11705
C 7.39294 -0.83945 1.79812
C 6.20235 -1.58175 1.19632
C 5.48497 -2.47592 2.23428
C 3.96073 -2.54238 2.00012
C 3.22452 -2.76136 3.30125
O 3.92887 -3.83856 4.02369
S 3.07145 -4.07541 5.33107
O 3.11978 -5.41877 5.77726
O 3.33377 -3.00477 6.23174
O 1.64991 -3.85168 4.61322
C 1.80533 -3.31880 3.29107
Cl 1.69329 -4.67737 2.15360
P 0.37072 -2.14162 3.04895
C 0.98798 -0.69801 2.10102
C -0.09274 0.35215 1.84242
C -0.24932 -1.68731 4.70750
C -1.42976 -0.71290 4.63049
H 11.81138 -1.47031 4.87969
H 10.14003 -0.71538 5.11357
H 12.50295 0.65885 3.76853
H 7.91175 1.67210 2.88945
H 8.85226 2.30603 1.52734
H 8.28989 0.34412 0.21269
H 6.78024 1.02539 0.86927
H 8.29526 -1.44429 1.74604
H 7.24505 -0.63264 2.86083
H 5.48943 -0.89992 0.73711
H 6.59943 -2.25816 0.44003
H 5.86304 -3.49127 2.16673
H 5.69957 -2.07439 3.22300
H 3.66412 -1.58822 1.56908
H 3.77009 -3.34177 1.29123
H 3.35505 -1.86703 3.91017
H 1.32238 -1.10203 1.14357
H 1.86250 -0.20568 2.53499
H -1.08109 -0.08374 1.71620
H -0.16496 1.02583 2.69257
H 0.12171 0.92584 0.94683
H -0.59413 -2.61281 5.16023
H 0.49903 -1.28334 5.39145
H -2.15684 -0.94032 5.40604
H -1.95071 -0.75009 3.67750
H -1.10371 0.30925 4.80447
C -4.19457 -0.34438 -3.00120
C -4.25611 -0.18893 -1.48516
C -3.37210 0.94548 -0.95348
O -1.98505 0.67327 -0.89292
C -1.27921 0.80139 -2.11107
N -3.96373 -1.48173 -0.85936
H -3.28812 -0.85384 -3.32315
H -5.03658 -0.94019 -3.35145
H -4.24305 0.62439 -3.50226
H -5.28545 0.07803 -1.22686
H -3.66062 1.14294 0.08315
H -3.54930 1.87335 -1.51697
H -1.68893 1.60618 -2.72944
H -1.27972 -0.13093 -2.67985
H -0.24389 1.04286 -1.86481
H -4.11875 -1.41985 0.14272
H -2.96820 -1.67396 -0.94580
C -8.69329 2.24553 -7.03140
C -8.49404 2.12134 -5.52400
C -7.11560 2.58781 -5.03842
O -6.05648 1.68735 -5.29557
C -5.52348 1.73211 -6.60495
N -8.79178 0.74542 -5.11893
H -8.19027 1.44534 -7.57368
H -9.75316 2.18002 -7.27392
H -8.31986 3.20129 -7.40425
H -9.22833 2.77417 -5.04251
H -7.15546 2.67914 -3.94965
H -6.87229 3.58310 -5.43501
H -5.53547 2.74896 -7.00848
H -6.05924 1.06318 -7.28242
H -4.49010 1.39015 -6.54756
H -8.77875 0.68016 -4.10536
H -8.01811 0.15802 -5.41770
C -2.22222 6.32312 2.07441
C -2.54507 5.47835 0.84584
C -4.02260 5.51763 0.43357
O -4.88836 4.74657 1.24159
C -5.29719 5.35549 2.45119
N -2.07001 4.11089 1.07150
H -2.53242 5.83193 2.99640
H -1.14722 6.48534 2.14350
H -2.70844 7.29929 2.02476
H -1.97797 5.89278 0.00668
H -4.10459 5.08438 -0.56700
H -4.38596 6.55222 0.36647
H -5.41929 6.43633 2.33343
H -4.59390 5.15474 3.26297
H -6.25903 4.92343 2.72498
H -2.18344 3.57504 0.21476
H -2.71146 3.66955 1.72516
C -0.57517 -3.62114 -3.20883
C 0.31179 -3.36558 -1.99530
C 1.80431 -3.61292 -2.25496
O 2.18637 -4.97113 -2.30173
C 1.94965 -5.62882 -3.53123
N -0.19739 -4.14634 -0.86877
H -0.74035 -4.68570 -3.37112
H -1.55375 -3.17043 -3.05818
H -0.14194 -3.19737 -4.11817
H 0.21849 -2.30575 -1.73143
H 2.36571 -3.18719 -1.41763
H 2.13825 -3.09269 -3.16407
H 2.09385 -4.95350 -4.38019
H 0.94575 -6.05803 -3.57325
H 2.66757 -6.44455 -3.60812
H 0.33355 -3.90569 -0.03751
H 0.04296 -5.11973 -1.03700
```

* total charge: 0
* E_HOMO: -8.49 eV

---

> Which of these has the highest total charge?

C31H69BNO10

---

> Among the records above, which one has the highest total charge?

C31H69BNO10

---

> What is the E_HOMO in the third record?

-10.84 eV

---

> Which formula does entry 2 have?

C31H68Cl6N2O17